C28H47BrNP3Tc | ωB97M-V/def2-TZVPD

**Energy**: -4826.8619 a.u.
**Spin multiplicity**: 4
**Kohn-Sham gap (spin up / spin down)**: 4.680 / 2.396 eV
**Expectation value of S²**: 3.895
**Net charge**: +4
**HOMO energy (spin up / spin down)**: -19.56 / -18.30 eV

CARTESIAN COORDINATES (ANGSTROEM)
C (2.72, 4.63, -1.16)
C (1.73, 3.81, -1.76)
C (1.62, 3.70, -3.20)
C (2.51, 4.54, -3.93)
N (3.42, 5.29, -3.32)
C (3.52, 5.40, -2.00)
C (0.71, 3.38, -0.82)
C (-0.31, 2.59, -0.56)
C (-1.46, 2.20, 0.27)
C (-1.73, 0.88, 0.87)
C (-3.15, 0.63, 1.19)
C (-4.02, 1.62, 0.91)
C (-3.75, 2.96, 0.56)
C (-2.41, 3.27, 0.35)
Tc (-0.82, -1.04, 0.49)
P (1.55, -0.54, -0.27)
H (0.94, 3.01, -3.68)
H (2.83, 4.64, -0.08)
H (2.44, 4.51, -5.04)
H (4.26, 6.08, -1.52)
H (-1.98, 4.24, 0.09)
H (-2.27, -0.80, 0.21)
H (-4.51, 3.71, 0.42)
H (-3.51, -0.43, 1.21)
C (2.13, -2.32, 0.01)
C (3.27, -2.66, -0.92)
H (1.21, -2.90, -0.19)
H (2.35, -2.55, 1.07)
H (3.58, -3.72, -0.79)
H (2.91, -2.55, -1.95)
H (4.18, -2.07, -0.72)
C (1.56, -0.23, -2.13)
C (2.90, 0.36, -2.54)
H (0.72, 0.47, -2.28)
H (1.30, -1.11, -2.75)
H (2.97, 0.56, -3.63)
H (3.00, 1.33, -2.04)
H (3.75, -0.29, -2.32)
C (2.69, 0.66, 0.65)
C (4.13, 0.18, 0.59)
H (2.31, 0.69, 1.68)
H (2.55, 1.71, 0.31)
H (4.81, 0.81, 1.20)
H (4.18, -0.83, 1.02)
H (4.56, 0.21, -0.42)
Br (-5.83, 0.85, 1.16)
P (-1.79, -1.95, -1.60)
C (-0.72, -2.83, -2.76)
C (-1.25, -4.11, -3.42)
H (0.23, -3.01, -2.23)
H (-0.53, -2.08, -3.54)
H (-0.43, -4.51, -4.02)
H (-1.51, -4.90, -2.70)
H (-2.09, -3.94, -4.11)
C (-2.91, -3.21, -0.88)
C (-4.34, -3.39, -1.43)
H (-2.91, -2.99, 0.21)
H (-2.34, -4.14, -1.03)
H (-4.83, -4.05, -0.69)
H (-4.93, -2.46, -1.48)
H (-4.35, -3.94, -2.39)
C (-2.77, -0.78, -2.60)
C (-3.29, -1.18, -3.99)
H (-2.14, 0.13, -2.68)
H (-3.62, -0.55, -1.94)
H (-3.85, -0.31, -4.37)
H (-2.48, -1.35, -4.72)
H (-3.99, -2.02, -3.98)
C (-1.53, -1.31, 3.43)
P (-0.09, -0.53, 2.55)
C (0.11, 1.08, 3.43)
C (1.32, -1.47, 3.31)
H (-2.37, -0.59, 3.60)
H (-1.09, -1.65, 4.38)
H (-1.89, -2.14, 2.78)
H (0.36, 0.85, 4.49)
H (0.91, 1.68, 2.97)
H (-0.86, 1.59, 3.37)
H (1.16, -1.44, 4.41)
H (1.28, -2.52, 2.94)
H (2.27, -0.98, 3.03)